Model 1:
# C3H8O3

A 2-piece molecular cluster, C3H8O3 overall (ωB97M-V/def2-TZVPD, OMol25).

Bonds (Å) are listed after each position.
CARTESIAN COORDINATES (ANGSTROEM)
1 O -1.08288 2.25734 -2.21122  C2 1.206
2 C -0.70141 2.04225 -1.08745  O1 1.206, O3 1.422, H4 1.120
3 O 0.62994 2.30177 -0.66092  C2 1.422, H5 0.914
4 H -1.34231 1.82193 -0.19596  C2 1.120
5 H 0.57944 2.37170 0.24887  O3 0.914
6 C 0.14868 -1.25195 -0.47308  C7 1.595, H9 1.141, H10 1.125, H11 1.100
7 C 0.58619 -0.85964 1.00950  C6 1.595, O8 1.467, H12 1.043, H13 1.047
8 O -0.47649 -1.26978 1.93399  C7 1.467, H14 1.047
9 H 0.10639 -0.27461 -1.06109  C6 1.141
10 H 1.00885 -1.76750 -0.98372  C6 1.125
11 H -0.82498 -1.76262 -0.43247  C6 1.100
12 H 0.57667 0.18271 0.98122  C7 1.043
13 H 1.40151 -1.49728 1.16809  C7 1.047
14 H -0.60961 -2.29433 1.76423  O8 1.047

The calculation puts the LUMO energy at 0.668 eV. The HOMO energy is -10.37 eV. The value obtained for the orbital gap is 11.04 eV.

Model 2:
# C3H8O3

One molecule with the formula C3H8O3 (ωB97M-V/def2-TZVPD, OMol25).

Bonds (Å) are listed after each position.
CARTESIAN COORDINATES (ANGSTROEM)
1 C 1.09061 0.58467 0.91885  C2 1.521, H7 1.089, H8 1.089, H9 1.088
2 C -0.01628 -0.45757 0.97507  C1 1.521, C3 1.615, H10 1.095, H11 1.093
3 C -0.92483 -0.64185 -0.34730  C2 1.615, O4 1.371, O5 1.398, H12 1.098
4 O -1.76789 0.43371 -0.45802  C3 1.371, H13 1.030
5 O -0.17321 -0.91008 -1.49482  C3 1.398, O6 1.434
6 O 0.43212 0.29120 -1.99292  O5 1.434, H14 0.973
7 H 1.71167 0.51091 1.81009  C1 1.089
8 H 0.66216 1.58555 0.89760  C1 1.089
9 H 1.73331 0.44186 0.05314  C1 1.088
10 H -0.65511 -0.28722 1.84825  C2 1.095
11 H 0.42823 -1.44481 1.12635  C2 1.093
12 H -1.51360 -1.56062 -0.22992  C3 1.098
13 H -1.00962 1.09616 -0.24256  O4 1.030
14 H 0.00243 0.35809 -2.86380  O6 0.973

The calculation puts the LUMO energy at 0.755 eV. The HOMO energy is -10.18 eV. The value obtained for the orbital gap is 10.94 eV.

Which structure above is the least stable? It is model 2.